7
Properties=species:S:1:pos:R:3:forces:R:3:nbo_charge:R:1 method="wB97M-V/def2-TZVPD" e_homo_ev="-7.74 / -10.48" e_above_lowest_ev=3.768 lumo_ev="1.0 / -2.4" spin_multiplicity=3
C -0.317622 0.497354 0.002315 -4.156 3.547 -1.938 0.372
N -0.749543 -0.660734 0.233944 1.166 -1.382 -0.138 -0.765
O 0.941564 0.939016 0.052165 -4.930 8.338 0.386 -0.360
O 1.736690 -0.362959 0.192203 11.758 -5.633 1.574 -0.232
H -0.975312 1.371240 -0.361194 0.663 -1.192 0.252 0.145
H 0.898578 -0.572948 0.050663 -4.992 -5.483 -0.859 0.422
H -1.534353 -1.210966 -0.170095 0.492 1.807 0.722 0.419

***

8
Properties=species:S:1:pos:R:3:forces:R:3:nbo_charge:R:1 method="wB97M-V/def2-TZVPD" e_homo_ev=-3.58 e_above_lowest_ev=1.385 lumo_ev=4.6 charge=-1
C 0.440638 -0.907664 -0.870559 1.361 0.175 0.387 0.479
N -0.429729 1.592573 -1.281271 -0.030 0.541 -0.903 -1.222
O -0.393075 -1.174196 0.036936 -0.482 -0.578 0.246 -0.736
O 1.049143 -1.560287 -1.706451 -0.354 -0.483 -0.406 -0.717
P 0.534424 0.823593 -0.306187 -0.353 0.061 0.130 0.857
H -0.511913 0.314249 3.395652 0.970 -1.069 -1.129 -0.039
H -0.591608 1.056476 -2.149462 -0.120 0.293 0.555 0.343
H -0.097878 -0.144742 2.881340 -0.991 1.060 1.119 0.036

***

8
Properties=species:S:1:pos:R:3:forces:R:3:nbo_charge:R:1 method="wB97M-V/def2-TZVPD" e_homo_ev=-9.25 e_above_lowest_ev=3.932 smiles="CO[N+]([O-])=S" lumo_ev=-0.8
C -1.075776 -0.229841 0.040749 -1.430 0.128 -1.120 -0.319
O 0.287430 -0.495316 0.398455 -0.789 -0.607 0.464 -0.316
N 1.264780 0.345743 0.028879 2.356 0.632 -1.286 0.314
O 1.037098 1.433931 -0.472413 -0.474 -1.589 0.968 -0.329
S 2.803654 -0.369924 0.214160 -1.475 0.880 0.017 -0.007
H -1.728002 -0.573074 0.903586 1.027 1.174 -0.670 0.221
H -1.418006 -0.959819 -0.770071 0.961 1.064 0.659 0.204
H -1.171175 0.848298 -0.343342 -0.176 -1.681 0.969 0.233

***

8
Properties=species:S:1:pos:R:3:forces:R:3:nbo_charge:R:1 method="wB97M-V/def2-TZVPD" e_homo_ev=-9.28 e_above_lowest_ev=3.727 smiles="CS(=O)#[N+][O-]" lumo_ev=-0.5
C 1.107975 0.112846 0.155399 -0.346 -2.722 -1.375 -0.854
S -0.609896 0.593698 0.641170 1.977 0.537 -0.928 1.192
O -1.092736 1.320390 -0.566882 -0.312 1.398 0.120 -0.901
N -1.371074 -0.775807 -0.273968 -1.755 -2.226 0.233 0.063
O -2.442418 -1.111033 0.103640 1.269 0.379 -0.415 -0.237
H 1.824106 0.900470 0.064828 0.151 0.882 0.725 0.249
H 1.133800 -0.309140 -0.949094 -0.800 0.665 2.166 0.257
H 1.450242 -0.731427 0.824906 -0.184 1.088 -0.526 0.231

***

8
Properties=species:S:1:pos:R:3:forces:R:3:nbo_charge:R:1 method="wB97M-V/def2-TZVPD" e_homo_ev=-10.81 e_above_lowest_ev=2.655 smiles="O=S1(=O)CN1" lumo_ev=0.6
O 0.217596 -0.619107 1.922815 -0.527 0.413 -0.867 -0.885
S -0.196728 -0.753960 0.544615 0.005 -0.249 -0.131 2.239
O -0.670401 -2.033160 0.090220 0.218 0.765 0.079 -0.876
C 0.588229 0.313017 -0.555531 2.218 2.553 -1.212 -0.537
N -0.889427 0.532853 -0.281680 2.047 -5.573 -1.499 -0.791
H 0.719811 0.147550 -1.655249 0.081 -0.451 1.206 0.237
H 1.435371 1.121886 -0.194424 -2.420 -2.210 -0.389 0.236
H -1.204450 1.290921 0.129235 -1.623 4.751 2.813 0.379

***

8
Properties=species:S:1:pos:R:3:forces:R:3:nbo_charge:R:1 method="wB97M-V/def2-TZVPD" e_homo_ev="-9.67 / -8.47" e_above_lowest_ev=5.227 lumo_ev="-1.0 / -1.5"
C 0.565056 -1.820215 0.475212 -0.539 2.272 1.246 -0.205
N 0.362830 -0.674216 -0.068645 0.506 0.813 -0.723 -0.057
O -1.823460 1.856393 -0.429263 -3.250 -0.139 0.438 -0.829
O 0.082570 0.437746 0.535450 0.330 -1.289 1.242 -0.418
S -0.511247 2.370869 -0.218443 2.282 -0.808 -2.781 1.108
H 0.970545 -2.499404 -0.215479 0.082 -1.247 -0.464 0.197
H 0.463398 -1.991695 1.570737 0.096 0.041 -0.871 0.176
H -0.109691 2.320520 -1.649570 0.492 0.357 1.912 0.028

***

9
Properties=species:S:1:pos:R:3:forces:R:3:nbo_charge:R:1 method="wB97M-V/def2-TZVPD" e_homo_ev=-9.56 e_above_lowest_ev=2.503 lumo_ev=-0.3
C -0.099853 -0.769655 -0.115291 -0.520 1.028 4.968 -0.833
N 0.109219 1.612136 0.049912 -1.827 -3.273 -0.718 -0.973
O -2.235271 0.670273 -0.797627 -2.238 0.323 -2.198 -0.886
O 2.262263 0.586551 -0.782937 0.535 -0.178 -0.304 -0.916
S -1.458837 0.443242 0.355943 4.431 0.827 0.882 1.381
S 1.301978 0.429122 0.290103 -0.859 -0.825 -0.869 1.387
H -0.197074 -1.554790 0.674332 0.597 0.405 -0.494 0.227
H -0.402668 -1.208106 -0.978724 -0.140 -0.789 -3.188 0.252
H 0.313963 2.296892 0.692910 0.021 2.483 1.922 0.362

***

8
Properties=species:S:1:pos:R:3:forces:R:3:nbo_charge:R:1 method="wB97M-V/def2-TZVPD" e_homo_ev="-8.65 / -10.00" e_above_lowest_ev=7.385 lumo_ev="-0.5 / 0.1"
C -1.441560 0.237882 0.360991 -1.189 1.833 -0.169 -0.250
N -0.742330 -0.518152 -0.340171 -2.066 -1.141 -0.866 0.134
O 0.250450 -1.147819 -0.508125 -1.087 -2.292 -0.940 -0.244
O 1.659903 -0.078277 0.188692 1.179 3.270 2.101 -0.261
O 1.589714 0.887518 -0.699398 0.643 -0.143 0.168 -0.244
H -1.049448 0.946427 1.073473 0.477 -0.125 0.511 0.194
H -2.483686 0.456018 0.024427 0.900 -0.559 0.226 0.202
H 2.216956 -0.783598 -0.099891 1.142 -0.843 -1.031 0.469

***

Number 1: electronic energy -6662.179 eV. Number 2: electronic energy -15959.517 eV. Number 3: electronic energy -17501.538 eV. Number 4: electronic energy -17501.743 eV. Number 5: electronic energy -17502.815 eV. Number 6: electronic energy -17500.243 eV. Number 7: electronic energy -28337.919 eV. Number 8: electronic energy -8709.582 eV.